No. 1
The ion C6H10N3 with charge +1, computed with ωB97M-V with the def2-TZVPD basis set.

Cartesian coordinates (Å):
C 1.24 1.25 -1.50
C -0.59 1.55 0.93
C -0.93 -0.74 0.41
C 0.34 0.20 -1.58
C 0.40 -0.76 -0.43
C 0.50 -2.23 -1.07
N 1.99 2.07 -1.23
N -0.79 0.30 1.42
N -0.50 2.57 1.69
H -1.80 -0.56 -0.16
H -1.12 -1.75 0.89
H -0.54 0.18 -2.25
H 1.19 -0.46 0.17
H 1.40 -2.24 -1.75
H -0.48 -2.31 -1.66
H 0.70 -2.79 -0.20
H -0.39 -0.07 2.31
H -0.48 3.51 1.42
H -0.15 2.28 2.60

Results
Kohn-Sham gap (spin up / spin down) (eV): 9.4876 / 5.7991
Highest occupied orbital energy (spin up / spin down) (eV): -15.01 / -12.89
Total charge: +1
M (g mol⁻¹): 124.167


No. 2
A cluster of 2 separate species, C6H10N3O in total, computed with ωB97M-V with the def2-TZVPD basis set.

Cartesian coordinates (Å):
C -0.28 -0.49 0.97
C -1.45 0.05 4.23
C -0.39 -1.03 -1.28
C 0.50 -1.35 1.96
C 0.11 -0.27 -3.45
C 0.34 1.26 -1.65
N -1.55 -0.05 2.99
N -0.66 -0.58 2.21
N 0.02 -0.07 -2.03
O -0.80 -2.10 -1.00
H -2.17 0.55 4.89
H -0.43 -0.16 4.83
H 0.39 -2.45 2.16
H 1.46 -1.02 2.24
H -0.02 -1.37 -3.69
H -0.58 0.34 -4.03
H 1.11 0.04 -3.68
H 1.45 1.41 -1.80
H -0.11 2.12 -2.27
H 0.13 1.60 -0.58

Results
Kohn-Sham gap (eV): 9.4349
Highest occupied orbital energy (eV): -13.59
Total charge: +1
M (g mol⁻¹): 140.166


No. 3
The ion C6H10N3O2S with charge +1, computed with ωB97M-V with the def2-TZVPD basis set.

Cartesian coordinates (Å):
C -0.13 -1.03 -1.51
C -0.07 -1.05 0.08
N 0.22 0.30 0.54
C 1.60 0.66 0.67
C -0.75 1.01 0.91
C -2.22 0.84 0.86
N -2.77 -0.34 0.46
C -3.85 -0.87 0.29
S -5.02 -1.74 -0.19
N -2.86 2.15 -0.23
O -2.22 3.11 -0.32
O -3.69 1.72 -0.93
H -0.85 -0.35 -2.07
H 0.84 -0.88 -1.89
H -0.35 -2.00 -1.94
H 0.88 -1.63 0.25
H -0.89 -1.40 0.51
H 2.23 0.69 -0.18
H 1.74 1.65 1.00
H 2.01 0.00 1.39
H -0.42 2.00 1.27
H -2.60 1.16 1.86

Results
Structure (SMILES): CC/[N+](C)=C\[C@H](N=C=S)[N+](=O)[O-]
Kohn-Sham gap (eV): 8.0217
Highest occupied orbital energy (eV): -13.11
Total charge: +1
M (g mol⁻¹): 188.232